Entry from OMol25: 2 unconnected molecules or ions with the total composition C10H8O4Se in a non-equilibrium geometry (ωB97M-V with the def2-TZVPD basis set).

Its multiplicity is 1. The net charge is -2. The value obtained for the orbital gap is 4.411 eV. As for the LUMO energy: 5.58 eV. The value obtained for the maximum force is 4.51 eV/A.

Each line ends with the Löwdin charge.
Geometry (Å):
C 0.031 -1.416 2.341  -0.178
C 1.139 -0.580 2.061  -0.186
C -1.007 -1.459 1.418  -0.138
C 1.242 0.116 0.910  -0.139
C -1.015 -0.565 0.348  -0.052
C 0.023 0.411 0.157  -0.301
C -1.670 0.729 -2.537  -0.680
C 2.823 -1.493 0.420  -0.562
C -1.587 1.606 -1.359  -0.196
C -0.134 1.472 -0.668  -0.737
O -2.686 0.346 -3.055  0.029
O 3.817 -1.127 0.875  0.121
O -0.524 0.487 -3.070  0.078
O 2.261 -2.263 -0.270  0.123
Se 0.781 3.184 -0.873  0.146
H 0.009 -2.088 3.169  0.047
H 1.977 -0.679 2.850  0.124
H -1.911 -1.928 1.650  0.060
H 2.183 0.804 0.822  0.127
H -1.757 -0.621 -0.397  0.073
H -2.416 1.624 -0.706  0.095
H -1.635 2.569 -1.809  0.050
H 0.057 0.871 -2.274  0.097